85
Properties=species:S:1:pos:R:3:forces:R:3:lowdin_charge:R:1 method="wB97M-V/def2-TZVPD" e_lumo_ev=-0.54 max_force_ev_per_a=2.6 multiplicity=1 e_tot_ha=-4219.8979 charge=0
C -2.487945 -1.874868 2.413008 -0.765 0.514 0.548 -0.03
C -2.109876 -1.378379 3.804701 -0.999 -0.290 -0.212 -0.37
C -2.178937 0.132576 4.000254 1.359 0.096 -0.244 -0.02
N -1.727163 -2.204453 4.723960 1.951 0.449 -1.334 0.14
C -0.443503 -1.790003 5.213363 -2.393 -0.067 0.976 -0.22
C 0.547301 -1.603718 4.301389 1.285 0.440 0.035 0.04
C 1.869001 -1.146097 4.695170 -0.762 -0.167 -0.010 -0.10
C 2.877777 -0.951650 3.586482 -0.750 0.019 -0.158 -0.56
F 4.002769 -0.329226 3.965677 -0.102 -0.465 0.023 0.14
F 2.347767 -0.198476 2.585236 0.174 -0.253 0.265 0.12
F 3.174044 -2.154719 3.038696 0.359 0.476 0.109 0.14
C 2.158524 -0.914156 5.996531 0.357 0.130 0.113 0.04
C 1.117058 -1.103323 6.952318 -1.114 -0.378 1.385 -0.32
N 1.211769 -0.913013 8.284116 -0.058 0.087 -0.443 -0.25
S -0.227620 -1.227410 8.919205 -0.286 -0.108 0.072 0.98
N -1.110370 -1.652706 7.609152 1.287 0.437 0.499 -0.19
C -0.230116 -1.546269 6.624789 1.413 -0.013 -2.142 -0.32
H -3.454819 -1.458849 2.080142 0.310 -0.349 -0.030 0.07
H -1.727967 -1.436652 1.737412 -0.203 -0.170 0.292 0.09
H -2.450774 -2.965575 2.327346 -0.128 0.311 0.153 0.08
H -1.672722 0.464576 4.919446 -0.186 -0.277 -0.246 0.07
H -1.626969 0.598367 3.163428 -0.497 0.148 0.274 0.09
H -3.208359 0.515917 4.039576 0.185 -0.423 -0.288 0.09
H 0.379228 -1.787363 3.238732 -0.113 -0.011 0.405 0.13
H 3.147392 -0.596700 6.326690 -0.324 -0.021 -0.064 0.13
O 0.449262 2.429583 5.143123 -0.118 -0.013 -0.308 -0.28
S 0.419824 3.699898 5.800848 0.306 0.175 0.652 0.57
O -0.394092 4.768936 5.311521 -0.100 -0.165 -0.242 -0.27
O 1.916199 4.222979 5.977199 -0.150 -0.104 0.191 -0.26
C 2.740230 4.332540 4.802317 0.328 0.159 -0.684 -0.25
C 2.359291 5.522695 3.942951 -0.304 0.042 -0.009 -0.07
C 0.063238 3.460656 7.509531 0.092 -0.042 0.105 -0.12
H 2.705094 3.403030 4.230000 -0.148 -0.044 0.122 0.11
H 3.762932 4.454636 5.156544 -0.131 -0.081 0.297 0.12
H 1.363249 5.400700 3.518278 0.033 -0.017 -0.010 0.07
H 3.064198 5.639946 3.119119 0.077 -0.047 0.076 0.08
H 2.347794 6.437158 4.537069 0.085 -0.015 -0.012 0.09
H 0.700593 2.669031 7.897289 0.007 0.016 -0.032 0.07
H -0.984098 3.174309 7.585856 0.008 0.004 -0.102 0.08
H 0.232977 4.395356 8.038188 0.002 0.000 -0.043 0.08
O -5.089221 -1.868293 0.024944 0.042 -0.215 0.184 -0.28
S -6.157588 -2.386158 -0.776125 -0.201 0.233 -0.664 0.57
O -6.871610 -3.562045 -0.387355 0.147 -0.023 0.287 -0.27
O -5.643418 -2.558890 -2.272187 -0.170 0.243 0.143 -0.26
C -4.467266 -3.365068 -2.501807 0.485 -0.705 -0.106 -0.25
C -4.758797 -4.847130 -2.361652 -0.219 -0.037 0.297 -0.07
C -7.324592 -1.102906 -1.087905 -0.013 0.100 -0.070 -0.12
H -3.660173 -3.054761 -1.836299 -0.142 0.139 0.062 0.12
H -4.142648 -3.157529 -3.517076 -0.199 0.298 0.049 0.09
H -5.023677 -5.104032 -1.335973 0.034 -0.012 -0.019 0.07
H -3.883887 -5.435232 -2.640314 0.025 0.101 -0.085 0.08
H -5.600076 -5.134567 -2.993628 0.071 0.004 -0.062 0.08
H -6.793616 -0.212099 -1.413475 0.014 -0.035 -0.004 0.07
H -7.851756 -0.909061 -0.155846 0.062 -0.068 0.029 0.08
H -8.024395 -1.442012 -1.847564 0.031 -0.033 0.015 0.07
O -2.216414 -2.052242 -4.314217 0.097 -0.253 -0.113 -0.28
S -1.776746 -1.469621 -5.547620 0.229 0.718 -0.133 0.58
O -1.572657 -2.271391 -6.713031 -0.130 -0.278 0.142 -0.27
O -0.468828 -0.605518 -5.272441 -0.300 0.116 0.024 -0.26
C 0.658767 -1.252346 -4.644637 0.760 -0.490 0.195 -0.24
C 1.386767 -2.171879 -5.605582 -0.226 -0.175 -0.213 -0.07
C -2.843217 -0.131961 -5.970088 -0.024 0.118 0.050 -0.12
H 0.340605 -1.789302 -3.748739 -0.241 0.050 -0.086 0.12
H 1.337536 -0.463444 -4.324168 -0.281 0.239 -0.117 0.10
H 0.759923 -3.014862 -5.896620 0.022 0.000 0.033 0.07
H 2.292023 -2.570236 -5.146972 0.009 0.137 0.068 0.09
H 1.654655 -1.638316 -6.518327 0.090 0.039 0.073 0.08
H -2.981102 0.500976 -5.097101 0.031 -0.023 -0.004 0.07
H -3.794484 -0.559812 -6.280708 0.048 -0.080 0.022 0.08
H -2.399505 0.424354 -6.791901 0.021 -0.043 0.010 0.07
O 3.474063 1.011937 -4.877593 0.126 -0.324 -0.124 -0.28
S 3.931102 1.585356 -6.109245 -0.018 0.754 -0.123 0.57
O 4.143679 0.784968 -7.274314 -0.073 -0.329 0.188 -0.27
O 5.241333 2.447176 -5.824229 -0.252 0.079 -0.007 -0.26
C 6.358173 1.797650 -5.188389 0.617 -0.451 0.198 -0.25
C 7.098144 0.871666 -6.134380 -0.198 -0.148 -0.187 -0.07
C 2.871033 2.923296 -6.544619 0.010 0.145 0.037 -0.12
H 6.025447 1.267116 -4.294004 -0.183 0.038 -0.073 0.12
H 7.028027 2.591815 -4.861706 -0.258 0.202 -0.079 0.12
H 6.475127 0.027765 -6.429324 0.020 0.004 0.033 0.07
H 7.995690 0.476551 -5.657507 -0.001 0.102 0.057 0.08
H 7.380112 1.399597 -7.045953 0.058 0.029 0.060 0.09
H 2.725529 3.558239 -5.674424 0.028 -0.021 -0.005 0.08
H 1.922449 2.495310 -6.863354 0.051 -0.092 0.028 0.08
H 3.323303 3.477657 -7.363196 0.018 -0.038 0.011 0.08